No. 1
Entry from the Open Molecules 2025 dataset: a cluster of 2 separate species, C6H12OS in total (ωB97M-V/def2-TZVPD).

Charge = 0
Kohn-Sham gap (spin up / spin down) = 8.4 / 6.7 eV
LUMO energy (spin up / spin down) = -0.3 / -0.9 eV

Atoms and positions in Å:
C: -0.18737 -0.09330 0.75027
C: 0.71897 -1.12915 0.25815
C: 1.55579 -0.80964 -0.95396
C: 0.74562 -2.33221 0.76191
C: 0.12263 1.96560 -0.70218
C: 0.21190 1.29967 0.66830
O: -4.02246 -0.41454 0.04809
S: -2.92158 0.50141 0.78767
H: -0.70398 -0.43381 1.74848
H: 0.94245 -0.29537 -1.67583
H: 2.11339 -1.75144 -1.33317
H: 2.39553 -0.10243 -0.67496
H: -3.85936 -0.32777 -0.95116
H: 0.12815 -2.70526 1.68199
H: 1.49481 -3.01804 0.43525
H: 1.15505 2.14720 -1.11635
H: -0.43527 2.85789 -0.68509
H: -0.46859 1.23142 -1.36355
H: -0.32574 1.91368 1.41346
H: 1.34005 1.49607 0.90269

Atoms 1-3, force components in eV/Å:
-0.181 -2.247 3.224
-1.269 2.059 -1.554
2.341 -0.612 0.535

Here are the natural (NBO) charges for atoms 1 to 4, given in e:
1. C -0.104
2. C -0.109
3. C -0.641
4. C -0.333

=====

No. 2
Entry from the Open Molecules 2025 dataset: a structure of composition C31H78AgO21P5 (ωB97M-V/def2-TZVPD).

Spin multiplicity = 2
⟨S²⟩ = 0.754
Charge = +1
Kohn-Sham gap (spin up / spin down) = 7.3 / 6.1 eV
LUMO energy (spin up / spin down) = -4.7 / -5.9 eV

Atoms and positions in Å:
Ag: -2.16069 3.00412 -2.26881
C: -0.51145 0.30415 -0.53172
O: -1.45311 0.98036 -1.27969
H: -0.92984 -0.20007 0.33932
H: -0.01571 -0.44986 -1.16267
H: 0.34010 0.92294 -0.22630
C: 4.71990 -5.11906 -6.48987
C: 3.94934 -3.95348 -5.88984
O: 3.28641 -3.21158 -6.93865
P: 1.69526 -3.18952 -6.97454
O: 1.06133 -4.50492 -6.88783
O: 1.30531 -2.12583 -5.84711
C: -0.04073 -1.65209 -5.73100
C: -0.13792 -0.55398 -4.68499
O: 1.37848 -2.45965 -8.35545
C: 1.94840 -2.91747 -9.57650
C: 2.05368 -1.79163 -10.55755
H: 5.44059 -4.76693 -7.22576
H: 5.26143 -5.61552 -5.68154
H: 4.08585 -5.87715 -6.94709
H: 3.26607 -4.26520 -5.10061
H: 4.65122 -3.23071 -5.47232
H: -0.38876 -1.33600 -6.71484
H: -0.65745 -2.49450 -5.40662
H: 0.36013 0.37050 -4.97902
H: -1.20881 -0.34776 -4.60725
H: 0.24743 -0.79878 -3.69568
H: 2.90808 -3.42820 -9.46914
H: 1.26761 -3.65684 -10.01285
H: 2.74956 -0.98510 -10.32237
H: 2.31074 -2.19040 -11.54047
H: 1.07806 -1.30758 -10.66146
C: -2.27732 -7.60916 -0.38458
C: -3.03064 -6.73597 0.63850
O: -3.13321 -5.43648 0.06312
P: -4.54974 -4.75483 -0.07463
O: -5.26086 -4.53821 1.18210
O: -5.25777 -5.75726 -1.11475
C: -6.54057 -5.48072 -1.64992
C: -6.97334 -6.62645 -2.54973
O: -4.25581 -3.48268 -0.99399
C: -3.01146 -2.80859 -0.97471
C: -2.27287 -2.98693 -2.29820
H: -2.98122 -7.85052 -1.17785
H: -1.40126 -7.07273 -0.75605
H: -1.81044 -8.49770 0.04434
H: -3.91796 -7.31795 0.88711
H: -2.43525 -6.70737 1.55129
H: -7.29983 -5.25840 -0.89633
H: -6.53122 -4.55977 -2.24561
H: -6.24115 -6.93006 -3.30008
H: -7.21431 -7.50274 -1.94777
H: -7.83751 -6.37022 -3.16530
H: -3.21585 -1.73396 -0.88413
H: -2.38660 -2.99802 -0.10012
H: -1.87820 -4.00543 -2.34455
H: -2.89540 -2.91291 -3.18870
H: -1.44277 -2.28171 -2.35307
C: 1.22086 2.34535 2.66407
C: 0.73555 3.45559 1.77565
O: -0.63387 3.67173 2.12609
P: -1.68964 4.52390 1.28783
O: -1.96233 3.99053 -0.06059
O: -2.96322 4.57095 2.23270
C: -3.88261 3.47521 2.35519
C: -4.07393 3.23416 3.85779
O: -1.13086 6.00709 1.28877
C: -0.62728 6.66348 2.48918
C: -1.73925 7.41493 3.17721
H: 0.80608 1.36091 2.43687
H: 2.30923 2.35625 2.61359
H: 0.99277 2.49618 3.72032
H: 1.34317 4.34836 1.93722
H: 0.87947 3.15113 0.73242
H: -4.83095 3.72602 1.87703
H: -3.48219 2.61268 1.81498
H: -4.93776 2.58231 4.01049
H: -3.20669 2.71579 4.25963
H: -4.31158 4.18478 4.32687
H: -0.21686 5.89391 3.14561
H: 0.16996 7.31341 2.13632
H: -1.88781 8.44177 2.83683
H: -2.69503 6.90390 3.23142
H: -1.45818 7.61432 4.21940
C: -1.03115 1.47307 9.60849
C: -1.44738 1.11796 8.16878
O: -0.38724 0.33472 7.62749
P: 0.51663 0.83266 6.39674
O: 1.25415 2.04872 6.71680
O: 1.40967 -0.45829 6.10430
C: 2.59182 -0.36116 5.30584
C: 3.41251 -1.63403 5.53727
O: -0.44691 0.95108 5.12721
C: -1.62365 0.13851 4.95672
C: -1.73287 -0.26261 3.49252
H: -1.87534 1.89192 10.16059
H: -0.82004 0.54848 10.14830
H: -0.14101 2.09499 9.61781
H: -2.35500 0.51315 8.21665
H: -1.63213 2.00047 7.55174
H: 2.25914 -0.30771 4.26694
H: 3.24723 0.45940 5.60262
H: 4.34286 -1.43461 5.00576
H: 3.47094 -1.88883 6.59342
H: 2.89618 -2.50971 5.13482
H: -1.50753 -0.75311 5.57542
H: -2.47459 0.70637 5.33010
H: -1.90238 0.61751 2.86747
H: -0.82067 -0.78743 3.21020
H: -2.58682 -0.91509 3.30637
C: 3.03728 2.01272 -2.95621
C: 3.17392 2.34645 -1.49180
O: 4.37403 3.05745 -1.20545
P: 4.46017 3.94225 0.13665
O: 5.65948 4.74837 0.23159
O: 3.11991 4.82670 0.14290
C: 2.88087 5.73328 -0.95670
C: 1.84984 6.74943 -0.48318
O: 4.19057 2.83722 1.25901
C: 5.18473 1.88251 1.65305
C: 4.55419 0.50082 1.79933
H: 3.94335 1.56349 -3.35893
H: 2.19620 1.32986 -3.06573
H: 2.80729 2.89502 -3.55708
H: 2.27879 2.87185 -1.13875
H: 3.22906 1.43374 -0.88568
H: 3.78761 6.20913 -1.32454
H: 2.40681 5.12856 -1.73501
H: 2.27375 7.62341 0.01225
H: 1.37047 7.11879 -1.39423
H: 1.10989 6.33207 0.19306
H: 5.87532 1.79780 0.80899
H: 5.72633 2.21012 2.53693
H: 3.65491 0.56218 2.40879
H: 4.48863 0.04090 0.81534
H: 5.21525 -0.16073 2.36597

Atoms 1-3, force components in eV/Å:
0.200 0.210 0.938
0.162 0.360 0.215
0.402 -0.354 0.192

Here are the Löwdin charges for atoms 1 to 4, given in e:
1. Ag 0.837
2. C -0.144
3. O -0.099
4. H 0.085

=====

No. 3
Entry from the Open Molecules 2025 dataset: an isolated molecule of C5H6S2 (ωB97M-V/def2-TZVPD).

SMILES = S=C1C[C@@H]2S[C@@H]2C1
Charge = 0
Kohn-Sham gap = 8.5 eV
LUMO energy = -0.2 eV

Atoms and positions in Å:
C: 1.23412 -0.00189 -0.29013
C: 0.40917 -1.27210 0.04208
C: -1.02525 -0.74263 0.22744
C: -1.00910 0.74430 0.19103
C: 0.40874 1.25497 -0.08191
H: 0.52504 -2.09384 -0.73573
H: 0.73719 -1.67820 0.95597
H: -1.64904 -1.21409 0.99535
H: -1.68092 1.40644 0.74804
H: 0.40112 1.98867 -0.92333
H: 0.79884 1.79431 0.78219
S: 2.77917 -0.07721 -0.75911
S: -1.92909 -0.10871 -1.15189

Atoms 1-3, force components in eV/Å:
0.266 -0.748 -0.448
-0.892 0.782 -2.036
0.152 -0.579 1.479

Here are the natural (NBO) charges for atoms 1 to 4, given in e:
1. C -0.038
2. C -0.496
3. C -0.334
4. C -0.274

=====

No. 4
Entry from the Open Molecules 2025 dataset: a cluster of 2 separate species, CH6N3O in total (ωB97M-V/def2-TZVPD).

Charge = +1
Kohn-Sham gap = 9.9 eV
LUMO energy = -6.0 eV

Atoms and positions in Å:
C: -1.18060 0.10185 -0.35821
N: 1.85956 0.73102 -0.50864
N: 1.07715 -1.30135 0.19802
N: 1.62298 -0.30443 -0.10638
O: -0.41024 0.60296 0.76172
H: -0.82782 0.33859 -1.31546
H: -2.34834 0.31427 -0.24359
H: -0.96195 -0.97881 -0.24649
H: 1.07468 1.22808 -0.02602
H: 1.17109 -2.08550 0.78313
H: -1.07653 1.35333 1.06192

Atoms 1-3, force components in eV/Å:
-2.646 -2.364 1.918
1.115 2.551 -1.050
1.347 2.614 -2.985

Here are the natural (NBO) charges for atoms 1 to 4, given in e:
1. C -0.290
2. N -0.180
3. N -0.236
4. N 0.426

=====

No. 5
Entry from the Open Molecules 2025 dataset: a cluster of 8 separate species, C38H68N11O2PS in total (ωB97M-V/def2-TZVPD).

SMILES = CN(C)C(=O)CP(CCN)CCSc1nnco1.CCCC#N.CCCC#N.CCCC#N.CCCC#N.CCCC#N.CCCC#N.CCCC#N
Charge = 0
Kohn-Sham gap = 8.2 eV
LUMO energy = 0.5 eV

Atoms and positions in Å:
C: -1.98844 2.55040 0.97437
N: -1.27844 1.25470 0.99049
C: 0.01352 1.31086 1.71932
C: -1.18415 0.67351 -0.31276
O: -2.21156 0.20886 -0.78564
C: 0.10563 0.51009 -1.16204
P: 0.09699 1.52406 -2.77125
C: 1.09954 3.07413 -2.33511
C: 2.55552 2.53341 -2.03474
N: 3.61202 3.50234 -2.40454
C: -1.66612 1.98047 -3.24607
C: -2.49108 0.85102 -3.92646
S: -1.70106 -0.08664 -5.31648
C: -0.43412 -1.11980 -4.55302
N: 0.78981 -1.08947 -5.10504
N: 1.57102 -1.88452 -4.30929
C: 0.79050 -2.33106 -3.34190
O: -0.53088 -1.92235 -3.44617
H: -1.76183 3.16398 0.06970
H: -3.09632 2.34666 0.95912
H: -1.81307 3.09910 1.93180
H: 0.86421 1.75695 1.15146
H: 0.26924 0.26961 2.05340
H: -0.17533 1.87390 2.66341
H: 1.06285 0.68790 -0.61825
H: 0.13649 -0.55590 -1.49624
H: 1.22235 3.73545 -3.23477
H: 0.66987 3.64528 -1.47737
H: 2.68197 2.20309 -0.97685
H: 2.69759 1.61550 -2.67267
H: 4.53711 3.15206 -2.14471
H: 3.63591 3.53841 -3.42943
H: -2.17880 2.34993 -2.31832
H: -1.58290 2.84167 -3.96256
H: -2.90863 0.11114 -3.20738
H: -3.38574 1.35056 -4.39247
H: 1.21559 -2.98990 -2.57089
C: -1.17029 -5.32307 -3.53549
C: -1.57846 -6.22634 -4.69312
C: -1.90245 -7.65353 -4.24606
C: -0.70494 -8.26731 -3.61343
N: 0.22028 -8.74039 -3.12647
H: -0.25532 -5.67558 -3.05240
H: -0.97824 -4.31197 -3.89365
H: -1.96071 -5.27221 -2.78081
H: -0.77232 -6.24333 -5.43195
H: -2.45370 -5.80137 -5.18418
H: -2.20182 -8.25777 -5.10258
H: -2.72241 -7.65432 -3.53041
C: 4.17242 2.16238 1.27330
C: 4.66427 2.97735 2.46150
C: 4.20954 2.39787 3.80174
C: 2.72652 2.38301 3.87957
N: 1.58155 2.37513 3.94516
H: 3.08228 2.15486 1.21695
H: 4.54347 2.59168 0.34076
H: 4.52108 1.12775 1.33388
H: 4.31055 4.00675 2.36621
H: 5.75717 3.01076 2.43917
H: 4.59961 3.00198 4.62294
H: 4.58070 1.37808 3.92501
C: -0.99503 8.54392 2.34978
C: -2.23690 7.72276 2.01983
C: -2.11473 6.25869 2.45144
C: -0.97409 5.61462 1.75411
N: -0.07992 5.13160 1.21433
H: -0.11535 8.17252 1.82052
H: -1.13774 9.58410 2.05185
H: -0.78507 8.52363 3.42208
H: -2.42268 7.77622 0.94388
H: -3.10161 8.16858 2.51748
H: -3.03031 5.71615 2.20711
H: -1.95717 6.18835 3.52974
C: -0.27042 -4.50932 1.70309
C: 0.47972 -4.46823 0.37678
C: 1.98594 -4.24961 0.54876
C: 2.23999 -2.95206 1.22709
N: 2.43486 -1.94826 1.74771
H: -0.18852 -3.56132 2.24020
H: -1.33228 -4.69491 1.53291
H: 0.11328 -5.30395 2.34703
H: 0.05854 -3.67081 -0.24345
H: 0.31451 -5.40930 -0.15372
H: 2.47956 -4.24112 -0.42506
H: 2.42455 -5.05375 1.14272
C: 7.45967 6.25863 1.01810
C: 7.93930 7.06688 2.21929
C: 7.47751 6.47839 3.55535
C: 5.99436 6.45328 3.61583
N: 4.84036 6.44708 3.66750
H: 6.36971 6.24497 0.95185
H: 7.83514 6.69617 0.09172
H: 7.81396 5.22586 1.07378
H: 7.57789 8.09395 2.12363
H: 9.03115 7.10841 2.20804
H: 7.85476 7.08090 4.38343
H: 7.85562 5.46107 3.67728
C: -2.62211 -3.32201 5.19942
C: -3.84521 -4.17388 4.87688
C: -3.71284 -5.61805 5.36971
C: -2.54802 -6.27218 4.72256
N: -1.64797 -6.77219 4.21801
H: -1.72598 -3.70156 4.70409
H: -2.77225 -2.29695 4.85673
H: -2.43520 -3.29614 6.27600
H: -4.00811 -4.16616 3.79588
H: -4.72650 -3.72099 5.33762
H: -4.61491 -6.18279 5.12806
H: -3.57799 -5.64319 6.45294
C: -5.52975 -3.44640 -3.72677
C: -6.75321 -4.29899 -4.04892
C: -6.61610 -5.74527 -3.56370
C: -5.45290 -6.39357 -4.21874
N: -4.55347 -6.88986 -4.72938
H: -4.63461 -3.82170 -4.22768
H: -5.68292 -2.41994 -4.06356
H: -5.33833 -3.42540 -2.65087
H: -6.92066 -4.28629 -5.12904
H: -7.63330 -3.85016 -3.58235
H: -7.51776 -6.31111 -3.80409
H: -6.47650 -5.77509 -2.48111

Atoms 1-3, force components in eV/Å:
-1.686 -0.262 0.131
1.964 0.576 -0.929
-0.501 -0.437 0.843

Here are the Löwdin charges for atoms 1 to 4, given in e:
1. C -0.089
2. N -0.154
3. C -0.107
4. C -0.472

=====

No. 6
Entry from the Open Molecules 2025 dataset: a cluster of 2 separate species, C6H6INOS in total (ωB97M-V/def2-TZVPD).

Charge = 0
Kohn-Sham gap = 7.7 eV
LUMO energy = -0.5 eV

Atoms and positions in Å:
C: 2.27300 -2.01757 0.52839
C: 1.74113 -0.79966 1.15044
C: 1.50414 -2.45344 -0.46366
C: 0.55556 -0.41968 0.54156
C: -0.21329 0.76783 0.68134
C: -1.92858 2.18006 -0.96045
N: -1.69558 0.78710 -0.71856
O: -0.21401 1.75002 1.32963
S: 0.17319 -1.46538 -0.76295
I: -3.07642 -0.22573 0.41566
H: 3.22909 -2.42051 0.95300
H: 2.26029 -0.29237 1.84242
H: 1.59911 -3.18510 -1.27905
H: -1.65755 2.89535 -0.01243
H: -1.53213 2.58388 -2.02682
H: -3.01796 2.31520 -1.21849

Atoms 1-3, force components in eV/Å:
1.735 1.749 3.187
-1.606 -2.997 -3.513
-1.066 -0.624 -2.469

Here are the natural (NBO) charges for atoms 1 to 4, given in e:
1. C -0.266
2. C -0.125
3. C -0.405
4. C -0.446